Entry 1:
The following is a DFT calculation (wB97M-V/def2-TZVPD) of a structure of composition C38H36I3N7O4Rb.

Summary:
- Net charge: -1
- Relative energy (zero: lowest compared OMol25 entry of this formula, charge and spin): 3.6 kcal per mole
- HOMO-LUMO gap: 5.46 eV
- HOMO level: -3.655 eV

Last column: Mulliken charge in e.
CARTESIAN COORDINATES (ANGSTROEM)
Rb (0.01112, 0.09244, 0.14030)  0.758
I (2.00122, -7.98266, 0.88598)  -0.055
C (1.85258, -5.85922, 0.90276)  -0.379
C (2.25662, -5.15854, 2.02566)  -0.451
C (2.17176, -3.79414, 1.97206)  -0.055
I (2.76623, -2.60546, 3.62551)  -0.055
C (1.67343, -3.02192, 0.88482)  -0.068
O (1.61426, -1.76851, 0.96305)  -0.405
C (1.26508, -3.81548, -0.23971)  0.548
C (0.63071, -3.16529, -1.44078)  -0.790
N (1.37275, -2.02447, -1.94647)  -0.162
C (0.78338, -1.46791, -3.14697)  -0.632
C (1.47513, -0.19103, -3.53312)  0.367
C (2.09496, -0.05198, -4.76788)  -0.749
C (2.66948, 1.16516, -5.10589)  -0.412
C (2.63609, 2.18869, -4.16741)  -0.969
C (2.04763, 1.93635, -2.94138)  -0.320
N (1.45272, 0.79293, -2.63528)  0.273
C (1.36234, -5.19256, -0.20719)  -0.426
H (2.61245, -5.66955, 2.90982)  0.349
H (-0.36519, -2.79473, -1.16320)  0.267
H (0.49516, -3.93691, -2.22753)  0.232
H (2.33287, -2.30282, -2.13474)  0.249
H (-0.26423, -1.23819, -2.91417)  0.298
H (0.79942, -2.17613, -4.00102)  0.322
H (2.12074, -0.87627, -5.46498)  0.381
H (3.12558, 1.30592, -6.07636)  0.412
H (3.04666, 3.16189, -4.38964)  0.407
H (2.02625, 2.69314, -2.16730)  0.624
H (1.02775, -5.76317, -1.06480)  0.383
C (-5.78442, 1.27582, -2.43781)  -0.998
O (-5.15441, 2.26077, -1.66211)  -0.170
C (-5.90458, 3.19756, -1.01469)  1.132
C (-7.22918, 3.48269, -1.29865)  -0.674
C (-7.88176, 4.52971, -0.66138)  -0.787
C (-7.20999, 5.30371, 0.26337)  -0.590
C (-5.89555, 5.00893, 0.58321)  -0.804
C (-5.22908, 3.95031, -0.02281)  0.227
N (-3.91044, 3.68231, 0.29213)  0.426
C (-3.29854, 2.41278, 0.36190)  -0.650
N (-4.13252, 1.42446, 0.70016)  0.275
C (-4.01920, 0.01371, 0.66070)  -0.794
C (-2.78239, -0.63580, 0.63212)  -0.008
C (-2.88132, -2.03864, 0.64289)  -0.134
C (-4.08006, -2.72481, 0.68706)  -0.975
C (-5.28397, -2.03532, 0.72260)  -0.517
C (-5.25639, -0.65499, 0.70810)  0.627
O (-6.41777, 0.14256, 0.72771)  -0.253
C (-7.63085, -0.48286, 1.02652)  -1.073
N (-2.04156, 2.28737, 0.13233)  0.368
C (-1.21943, 3.36769, -0.07902)  0.239
C (-0.57376, 3.55366, -1.29931)  -0.434
C (0.30108, 4.61005, -1.49055)  -0.952
C (0.56863, 5.48848, -0.45883)  -0.895
C (-0.04479, 5.31787, 0.77672)  -0.563
C (-0.92999, 4.27663, 0.96981)  0.617
O (-1.59360, 4.03423, 2.15472)  -0.342
C (-1.13707, 4.69006, 3.30683)  -0.892
H (-4.99604, 0.56841, -2.69064)  0.291
H (-6.21137, 1.68846, -3.35984)  0.326
H (-6.56376, 0.75682, -1.87326)  0.319
H (-7.75840, 2.90285, -2.03974)  0.405
H (-8.91155, 4.74154, -0.90706)  0.387
H (-7.70510, 6.13316, 0.74533)  0.375
H (-5.36872, 5.60292, 1.31780)  0.428
H (-3.37837, 4.43089, 0.70525)  0.185
H (-5.09409, 1.70973, 0.82913)  0.300
H (-1.96458, -2.62686, 0.65185)  0.383
H (-4.09634, -3.80864, 0.70658)  0.392
H (-6.21376, -2.58577, 0.77017)  0.338
H (-8.37573, 0.31309, 1.07084)  0.247
H (-7.59602, -0.99686, 1.99489)  0.376
H (-7.93097, -1.20196, 0.25313)  0.347
H (-0.79138, 2.86075, -2.10029)  0.527
H (0.76799, 4.75704, -2.45668)  0.453
H (1.25042, 6.31437, -0.60434)  0.385
H (0.18703, 6.01644, 1.56760)  0.468
H (-1.55813, 4.14761, 4.15236)  0.236
H (-1.48519, 5.73006, 3.34131)  0.347
H (-0.04623, 4.66837, 3.37175)  0.264
I (3.75682, 4.74465, 3.80280)  0.044
C (3.04517, 3.02521, 2.84906)  -0.883
C (3.06954, 1.73034, 3.32660)  -0.278
N (2.49787, 0.98189, 2.36951)  0.419
N (2.12065, 1.70464, 1.32650)  -0.376
C (2.44062, 2.95252, 1.58873)  -0.241
H (3.44620, 1.33147, 4.24676)  0.469
H (2.36382, -0.02644, 2.35709)  0.095
H (2.23446, 3.74052, 0.89151)  0.621

Entry 2:
The following is a DFT calculation (wB97M-V/def2-TZVPD) of an isolated molecule of C6H8N2 in a non-equilibrium geometry.

Summary:
- Relative energy (zero: lowest compared OMol25 entry of this formula, charge and spin): 53.5 kcal per mole
- SMILES: N#C[C@]12C[C@H](CN1)C2
- HOMO-LUMO gap: 9.36 eV
- HOMO level: -8.510 eV

Last column: Mulliken charge in e.
CARTESIAN COORDINATES (ANGSTROEM)
C (-2.33764, -0.00035, 0.03076)  -0.152
C (-0.86170, -0.03171, 0.05345)  0.634
C (-0.04549, -0.81996, -1.00377)  -0.646
C (1.13011, -0.60044, -0.01709)  -0.310
C (1.17693, 0.94447, -0.01747)  -0.688
C (0.04053, -0.72465, 1.14649)  -0.660
H (-0.35091, -1.89127, -1.16215)  0.313
H (-0.01762, -0.26699, -1.94100)  0.328
H (2.11445, -1.15303, -0.02805)  0.403
H (1.50972, 1.23223, -1.02779)  0.359
H (1.94715, 1.40671, 0.62922)  0.318
H (-0.56954, 2.15620, -0.15077)  0.226
H (-0.36165, -1.68148, 1.47099)  0.366
H (0.23110, -0.01045, 1.93963)  0.329
N (-3.43858, 0.19459, 0.00944)  -0.444
N (-0.16686, 1.24613, 0.06810)  -0.377

Entry 3:
The following is a DFT calculation (wB97M-V/def2-TZVPD) of a structure of composition C3H2O2S3 in a non-equilibrium geometry.

Summary:
- Relative energy (zero: lowest compared OMol25 entry of this formula, charge and spin): 41.4 kcal per mole
- HOMO-LUMO gap: 6.82 eV
- HOMO level: -9.271 eV

Last column: Mulliken charge in e.
CARTESIAN COORDINATES (ANGSTROEM)
C (-1.01013, -1.04897, 0.04718)  0.729
C (-0.13017, 0.16457, -0.39232)  -0.066
C (1.39023, 0.10102, -0.39737)  0.224
H (-2.46204, 0.25165, -0.16863)  0.325
H (1.18803, 1.74235, 1.36889)  0.189
O (-2.31208, -0.79793, -0.06083)  -0.442
O (-0.41545, -1.92441, 0.72205)  -0.464
S (-0.74354, 1.74842, -0.75541)  -0.156
S (2.22916, 0.73172, 0.91411)  -0.138
S (2.26599, -0.96842, -1.27766)  -0.199

Entry 4:
The following is a DFT calculation (wB97M-V/def2-TZVPD) of a cluster of 2 separate species, C5H12O2 in total in a non-equilibrium geometry.

Summary:
- Relative energy (zero: lowest compared OMol25 entry of this formula, charge and spin): 52.4 kcal per mole
- SMILES: CC(C)CC=O.O
- HOMO-LUMO gap: 10.23 eV
- HOMO level: -9.501 eV

Last column: Mulliken charge in e.
CARTESIAN COORDINATES (ANGSTROEM)
O (1.58258, 2.43996, -0.81313)  -0.529
C (1.15548, 1.40963, -0.30546)  -0.122
C (-0.30291, 1.02991, -0.34133)  -0.635
C (-0.72299, -0.41241, 0.22996)  0.691
C (-2.16096, -0.66710, -0.13136)  -1.502
C (-0.65759, -0.76409, 1.81299)  -1.157
H (1.83555, 0.67571, 0.08231)  0.432
H (-0.80869, 0.96869, -1.41220)  0.310
H (-0.80820, 1.83754, 0.15081)  0.275
H (-0.21825, -1.23557, -0.27834)  0.227
H (-2.79243, 0.22785, -0.52162)  0.282
H (-2.34235, -1.32598, -0.99232)  0.369
H (-2.70468, -1.23656, 0.59096)  0.423
H (0.20977, -0.22878, 2.31796)  0.311
H (-0.48082, -1.87109, 1.89717)  0.304
H (-1.67067, -0.45771, 2.28701)  0.321
H (4.13399, -0.65677, -1.04982)  0.302
H (3.43556, 0.41725, -2.15956)  0.316
O (3.31762, -0.15046, -1.36405)  -0.619